[1]
Entry from OMol25: a single C2H4FPS molecule in a non-equilibrium geometry (wB97M-V/def2-TZVPD).

Geometry as XYZ:
```
9
Properties=species:S:1:pos:R:3:forces:R:3
C 0.17444 -0.11007 -1.26635 2.34 -0.77 -0.65
P -0.45677 0.99878 0.00740 0.88 1.06 0.56
C -0.32943 -0.20573 1.37962 -1.28 0.28 1.03
F -0.91401 -1.41513 1.11439 0.63 0.55 -0.40
S -0.10922 0.19994 2.91712 0.43 -0.14 -0.16
H 0.34443 0.21382 -2.30577 -0.12 0.46 0.64
H -0.48709 -0.92684 -1.34668 -1.41 -0.77 -0.05
H 1.08182 -0.66395 -0.92221 -0.25 0.80 -0.34
H 0.69582 1.90917 0.42248 -1.22 -1.46 -0.62
```
Forces are in eV/Å.

## Properties
- M: 110.09 g/mol
- SMILES string: CPC(F)=S
- Frontier orbital gap: 8.68 eV


[2]
Entry from OMol25: a molecular structure, C2H4I2N2 in a non-equilibrium geometry (wB97M-V/def2-TZVPD).

Geometry as XYZ:
```
10
Properties=species:S:1:pos:R:3:forces:R:3
C 1.05417 -1.07837 1.19938 -1.72 -4.69 -0.16
C -0.90281 1.00519 -1.32282 0.80 -0.67 -0.08
N 0.40927 -0.22293 0.35020 -2.38 3.35 -1.35
N -0.11551 -0.43666 -0.69964 -0.91 -0.23 -1.13
I -0.13582 2.47454 -0.05022 -0.25 1.23 -0.20
I -3.04290 0.84899 -1.33406 0.34 -0.31 0.34
H 1.94335 -0.58325 1.37537 2.46 0.17 0.44
H 1.02733 -2.16415 0.72472 0.83 1.83 1.22
H 0.52822 -1.11315 2.18188 0.15 0.13 -0.77
H -0.76530 1.26978 -2.42482 0.68 -0.82 1.69
```
Forces are in eV/Å.

## Properties
- M: 309.88 g/mol
- Frontier orbital gap: 8.64 eV


[3]
Entry from OMol25: a molecular structure, C2H4I2O in a non-equilibrium geometry (wB97M-V/def2-TZVPD).

Geometry as XYZ:
```
9
Properties=species:S:1:pos:R:3:forces:R:3
C -1.40643 -0.20093 -0.46002 -0.34 0.63 -0.86
C 1.55719 0.15271 0.74653 -1.99 -0.39 -1.17
O -0.71881 -0.67592 0.56623 2.63 -0.16 1.55
I 1.24915 1.95062 -0.16961 0.20 -0.38 0.28
I 2.60406 -1.34513 -0.19400 -0.20 0.23 0.22
H -1.45438 -0.89006 -1.32252 -0.06 0.15 0.00
H -0.96218 0.76366 -0.83680 -0.11 -0.02 -0.13
H -2.42332 0.10275 -0.14882 0.03 -0.03 -0.13
H 1.55471 0.14228 1.81901 -0.17 -0.02 0.24
```
Forces are in eV/Å.

## Properties
- M: 297.86 g/mol
- Frontier orbital gap (spin up / spin down): 7.11 / 7.10 eV


[4]
Entry from OMol25: a single C2H4IN molecule in a non-equilibrium geometry (wB97M-V/def2-TZVPD).

Geometry as XYZ:
```
8
Properties=species:S:1:pos:R:3:forces:R:3
C 0.94739 -1.02470 0.00982 -1.01 -3.34 -1.11
N 0.98696 0.19389 0.17725 -2.65 3.17 0.57
C -0.47719 1.01502 -0.01304 2.73 -3.13 2.52
I -2.31107 -0.05985 0.15590 0.24 -0.13 -0.08
H 1.79065 -1.74756 0.25897 -0.70 1.34 -0.45
H 0.02432 -1.52544 -0.46028 1.08 0.35 0.95
H -0.48973 1.70576 0.80311 0.16 0.35 0.22
H -0.47133 1.44288 -0.93173 0.14 1.38 -2.62
```
Forces are in eV/Å.

## Properties
- M: 168.97 g/mol
- SMILES string: C=NCI
- Frontier orbital gap: 10.04 eV


[5]
Entry from OMol25: a molecular structure, C2H4INS in a non-equilibrium geometry (wB97M-V/def2-TZVPD).

Geometry as XYZ:
```
9
Properties=species:S:1:pos:R:3:forces:R:3
C 2.05746 0.04468 0.08365 -1.35 -6.36 -0.19
C -0.42845 0.84188 -0.06835 0.93 -0.32 -1.85
N 1.15047 -1.62770 0.18714 1.08 6.14 -0.13
S 1.27321 1.49121 -0.11109 -0.24 0.04 0.21
I 4.16805 -0.09487 0.02034 -0.98 0.35 0.02
H -0.46470 0.14684 -0.92264 -0.19 0.26 0.27
H -1.20371 1.58361 -0.13410 0.05 0.49 0.20
H -0.41406 0.23755 0.78190 -0.59 -0.80 1.48
H 1.83097 -2.31404 -0.10723 1.29 0.20 -0.01
```
Forces are in eV/Å.

## Properties
- M: 201.03 g/mol
- Frontier orbital gap (spin up / spin down): 7.51 / 7.39 eV


[6]
Entry from OMol25: a single C2H4INS molecule in a non-equilibrium geometry (wB97M-V/def2-TZVPD).

Geometry as XYZ:
```
9
Properties=species:S:1:pos:R:3:forces:R:3
C -1.21627 -0.09453 -0.02197 -0.01 -0.11 2.09
N 0.17114 -0.50151 -0.02517 0.75 1.82 -0.52
C 1.11444 0.49714 0.01464 0.59 -2.38 -0.28
S 1.07515 2.12017 0.07307 -0.50 -1.02 0.06
I 3.05021 -0.61811 -0.06340 -0.41 0.51 0.04
H -1.39306 0.25767 1.02449 -0.51 -0.59 -0.53
H -1.35763 0.83234 -0.55834 -0.24 -0.25 -0.96
H -1.80420 -0.99451 -0.26355 -0.17 0.90 -0.10
H 0.36023 -1.49865 -0.17978 0.50 1.12 0.19
```
Forces are in eV/Å.

## Properties
- M: 201.03 g/mol
- SMILES string: CNC(=S)I
- Frontier orbital gap: 8.86 eV


[7]
Entry from OMol25: 2 unconnected molecules or ions with the total composition C2H4INS (wB97M-V/def2-TZVPD).

Geometry as XYZ:
```
9
Properties=species:S:1:pos:R:3:forces:R:3
C -0.48577 0.52567 0.01647 0.41 0.76 0.07
C -0.63024 -0.95047 -0.07086 -0.07 -0.28 -0.05
N 0.66535 1.05214 0.12385 0.58 -0.65 -0.02
S -1.87253 1.57778 -0.01125 -0.07 -0.12 0.00
I 3.47862 -0.29586 0.01396 -0.33 0.12 0.01
H -0.00527 -1.32077 -0.88353 -0.04 0.02 -0.02
H -1.66188 -1.24855 -0.23181 -0.06 -0.07 -0.01
H -0.25972 -1.39584 0.85193 -0.05 0.00 0.03
H 0.77143 2.05591 0.19122 -0.37 0.22 -0.02
```
Forces are in eV/Å.

## Properties
- M: 201.03 g/mol
- Frontier orbital gap (spin up / spin down): 7.00 / 6.77 eV


[8]
Entry from OMol25: a single C2H4INS molecule in a non-equilibrium geometry (wB97M-V/def2-TZVPD).

Geometry as XYZ:
```
9
Properties=species:S:1:pos:R:3:forces:R:3
N 0.62118 0.99506 -0.67008 -5.21 -1.81 -0.65
C 0.66391 -0.00473 0.25769 0.49 0.09 -2.29
S 2.05956 -0.66668 0.86237 -0.70 0.72 0.20
C -0.63126 -0.76705 0.35872 0.63 0.63 3.24
I -2.40974 0.41323 0.74523 0.24 0.04 0.12
H -0.25205 1.09943 -1.34183 2.32 -0.32 2.39
H 1.33047 1.56930 -0.91915 2.96 1.61 -0.49
H -0.92159 -1.20923 -0.53795 0.01 -1.17 -1.35
H -0.46048 -1.42933 1.24501 -0.73 0.22 -1.17
```
Forces are in eV/Å.

## Properties
- M: 201.03 g/mol
- SMILES string: NC(=S)CI
- Frontier orbital gap: 8.52 eV


[9]
Entry from OMol25: a molecular structure, C2H4InNO5 in a non-equilibrium geometry (wB97M-V/def2-TZVPD).

Geometry as XYZ:
```
13
Properties=species:S:1:pos:R:3:forces:R:3
In -0.16630 -0.77491 1.12437 0.16 0.93 0.46
N -0.11161 -0.27212 4.59416 0.22 -2.82 -0.14
O 1.00595 -0.43537 4.12475 2.49 0.32 -0.99
O -0.98479 0.15716 3.83265 -2.16 1.38 -1.85
O -0.39911 -0.75945 5.66725 -0.52 0.66 1.41
O 1.51367 0.30351 -1.06251 -2.95 0.11 -3.61
C 0.79250 0.59732 -2.27818 4.31 0.41 3.09
C -0.62526 -0.05343 -2.53670 -4.79 -1.51 1.29
O -1.54434 -0.22420 -1.50767 2.84 0.64 -1.61
H 1.35348 0.50600 -3.20828 0.34 -1.68 -0.04
H 0.79153 1.68636 -2.32396 -1.71 0.65 0.90
H -0.49355 -1.03462 -2.99276 1.59 -1.10 0.92
H -1.13216 0.30375 -3.43312 0.19 2.03 0.17
```
Forces are in eV/Å.

## Properties
- M: 236.87 g/mol
- Frontier orbital gap: 2.90 eV


[10]
Entry from OMol25: a molecular structure, C2H4LiOSc in a non-equilibrium geometry (wB97M-V/def2-TZVPD).

Geometry as XYZ:
```
9
Properties=species:S:1:pos:R:3:forces:R:3
O 1.32933 0.48460 -0.03545 -1.05 0.47 0.03
Li 3.04702 0.22096 -0.06307 -0.07 -0.31 0.01
Sc 0.27717 2.20669 -0.05824 -0.67 -3.16 0.08
C 0.00586 -0.63120 0.01477 -0.24 0.33 -0.09
C -1.25269 0.13109 0.02143 0.64 0.97 0.02
H 0.13655 -1.26522 -0.87817 0.37 0.69 0.28
H 0.16549 -1.24376 0.91796 0.41 0.72 -0.29
H -1.83069 0.07870 0.95552 0.30 0.12 -0.39
H -1.87803 0.01812 -0.87477 0.32 0.17 0.34
```
Forces are in eV/Å.

## Properties
- Net charge: +1
- Spin multiplicity: 2
- M: 95.95 g/mol
- Frontier orbital gap (spin up / spin down): 6.58 / 6.93 eV


[11]
Entry from OMol25: a molecular structure, C2H4MgO2Rb in a non-equilibrium geometry (wB97M-V/def2-TZVPD).

Geometry as XYZ:
```
10
Properties=species:S:1:pos:R:3:forces:R:3
O 1.68508 0.18813 0.39659 0.82 -1.14 0.42
C -0.83338 0.46926 0.12748 -1.72 2.23 -0.81
C -1.21325 -0.80187 -0.53432 2.68 0.42 -0.85
O -0.73178 -1.06754 0.77928 -2.45 -1.22 0.89
Rb 5.02031 2.30276 -0.56083 -0.48 -0.30 0.14
Mg 1.16050 -1.42031 1.14937 0.35 1.91 -0.83
H -0.50635 1.20164 0.87274 2.98 -1.24 -0.42
H -1.60257 1.19846 -0.16153 -2.70 -0.49 0.80
H -0.69011 -1.07736 -1.45610 0.35 -0.67 0.58
H -2.28845 -0.99315 -0.61268 0.16 0.51 0.07
```
Forces are in eV/Å.

## Properties
- Net charge: +1
- M: 169.83 g/mol
- Frontier orbital gap (spin up / spin down): 6.23 / 6.24 eV


[12]
Entry from OMol25: a molecular structure, C2H4MnO2 in a non-equilibrium geometry (wB97M-V/def2-TZVPD).

Geometry as XYZ:
```
9
Properties=species:S:1:pos:R:3:forces:R:3
C -0.35462 0.43907 -0.38037 -1.27 0.88 2.19
C -1.46086 -0.19831 0.12379 -0.52 1.46 -1.96
O 0.70465 -0.02450 0.36909 -0.70 -2.50 0.46
H -0.14020 1.42518 -0.78568 -0.20 -0.19 -0.17
H -2.33711 0.44520 0.23444 -0.12 -0.38 -0.43
H -1.68402 -1.19403 -0.27110 0.50 -0.56 1.16
Mn 3.45235 0.32843 0.23749 1.55 0.51 0.44
O 1.81127 -0.39441 -0.44699 -0.41 -0.60 -0.68
H 0.00853 -0.82664 0.91931 1.17 1.37 -1.02
```
Forces are in eV/Å.

## Properties
- Net charge: +1
- Spin multiplicity: 7
- M: 114.99 g/mol
- Frontier orbital gap (spin up / spin down): 6.03 / 9.69 eV